[1]
ORCA calculation (wB97M-V/def2-TZVPD) on 2 unconnected molecules or ions with the total composition C41H43N6O at a distorted geometry.

Output
E_tot = -54196.207 eV
Frontier orbital gap = 5.3856 eV
Charge = +1

CARTESIAN COORDINATES (ANGSTROEM)
1 O -4.71255 1.33669 -1.14939
2 N 0.69671 -0.35865 -4.60119
3 N 2.33080 2.40959 -4.55969
4 N 2.01279 -0.53929 -4.74714
5 N -1.30013 2.00689 -0.29277
6 N 0.08649 -1.02391 -5.49908
7 N -3.44696 2.83613 0.08993
8 C -2.30099 5.09722 -4.06632
9 C 3.46196 1.43775 -4.51696
10 C 4.33648 3.64555 -3.95677
11 C -2.28137 1.14676 -1.01360
12 C 4.59992 2.14617 -3.74577
13 C -0.91233 2.91613 6.11938
14 C 0.66553 -2.53299 -7.41735
15 C 0.89915 2.70847 0.35676
16 C -2.20476 0.87503 4.79089
17 C 2.65012 4.59424 1.80850
18 C 3.01748 0.11692 -3.90387
19 C -1.01363 -3.53940 -8.82187
20 C 1.29597 -3.99958 -9.22108
21 C -1.08470 4.59693 -3.64900
22 C -2.02882 3.10108 0.40128
23 C 0.04992 1.82834 -0.27276
24 C -0.66825 -2.72745 -7.76398
25 C 5.36979 4.07868 1.79150
26 C -2.04563 2.07914 2.63732
27 C -2.02974 1.12012 -2.52217
28 C -0.03178 -4.17644 -9.55320
29 C -1.77179 3.12543 1.86708
30 C -4.54804 3.69607 0.47195
31 C -2.11613 2.49209 -3.11793
32 C -0.99493 3.30365 -3.17679
33 C 3.51392 5.43518 2.46662
34 C -1.95653 0.76894 6.14168
35 C -1.80414 2.00332 4.07732
36 C -3.65295 1.73593 -0.71623
37 C 2.81813 3.75140 -4.15965
38 C 2.26788 2.56224 0.43050
39 C 4.87476 5.18233 2.46050
40 C 2.25683 -1.34478 -5.82038
41 C -1.30692 1.78745 6.80758
42 C 1.64521 -3.18709 -8.16371
43 C 4.51755 3.22865 1.12875
44 C -3.42798 4.30406 -4.00405
45 C 3.13008 3.46314 1.11631
46 C 1.00205 -1.66161 -6.28494
47 C -3.33582 3.01322 -3.52472
48 C -1.15746 3.02533 4.76859
49 H -0.30084 -4.80981 -10.38248
50 H 2.06242 -4.49763 -9.79217
51 H 2.57277 0.29137 -2.92280
52 H -1.42827 -2.23126 -7.18546
53 H -0.40553 3.71246 6.63845
54 H 2.32234 4.02306 -3.22123
55 H -5.46986 3.27759 0.07178
56 H -2.21981 0.13876 -0.58220
57 H 4.90337 2.36630 0.61324
58 H -0.83583 3.90471 4.23926
59 H 1.59544 4.80359 1.83294
60 H 1.88510 2.40652 -5.48137
61 H -2.70875 0.07864 4.27058
62 H 3.21767 -1.63974 -6.20381
63 H -2.47220 1.21139 2.16694
64 H 0.46058 3.56811 0.82224
65 H -4.38131 4.69529 -4.32201
66 H 5.54507 5.84650 2.97897
67 H -2.05046 -3.67594 -9.08001
68 H 0.45448 0.96739 -0.76878
69 H 3.86239 -0.56046 -3.76235
70 H 4.54491 1.88833 -2.68237
71 H -1.73645 4.04711 -0.07209
72 H -0.20424 5.21784 -3.68667
73 H 3.79839 1.25222 -5.55038
74 H -0.05056 2.91273 -2.83976
75 H -4.62308 3.75889 1.55577
76 H 2.54751 4.51435 -4.89927
77 H 2.68172 -3.05634 -7.90546
78 H -1.04894 0.68511 -2.74259
79 H -1.10817 1.70170 7.86287
80 H 3.13128 6.29369 2.99162
81 H 5.59202 1.83957 -4.09867
82 H 4.86837 4.00468 -4.84650
83 H -2.77088 0.46976 -2.99930
84 H -4.40138 4.69544 0.06654
85 H 2.70591 1.70497 -0.04845
86 H -1.35222 4.01551 2.29998
87 H -4.22006 2.40515 -3.43387
88 H 6.42909 3.88293 1.79094
89 H -2.37388 6.11199 -4.42344
90 H -2.26514 -0.11381 6.67691
91 H 4.68436 4.25419 -3.11334

Results of the Mulliken charge analysis, in e, for atoms 1 through 6: -0.637, -0.214, -0.206, 0.493, 0.636, -0.539

***

[2]
ORCA calculation (wB97M-V/def2-TZVPD) on 7 unconnected molecules or ions with the total composition C41H44BBr2FNO2 at a distorted geometry.

Output
E_tot = -192297.251 eV
Frontier orbital gap = 8.1567 eV
Charge = -1

CARTESIAN COORDINATES (ANGSTROEM)
1 Br 1.74350 4.45743 -0.05315
2 Br 3.38209 1.01253 -2.28683
3 F -3.12578 3.00006 -1.09543
4 O -0.08993 1.40722 -2.74030
5 O -1.70264 1.48822 -0.30323
6 N -0.96289 3.25127 -1.63253
7 C 4.77359 -5.08097 -0.94459
8 C 9.48068 1.51247 -3.38766
9 C -6.82938 2.38624 2.61699
10 C 3.55336 2.73530 -1.36881
11 C -11.34227 -2.28597 2.98252
12 C 4.51598 -5.65202 1.76144
13 C -10.03192 -0.27565 2.83638
14 C 4.64216 -4.27353 -4.84288
15 C -8.12095 2.87398 2.47476
16 C 4.99841 3.21556 -1.53494
17 C 2.50062 3.79787 -1.76038
18 C -11.23499 -0.94207 2.65052
19 C 4.78001 -6.67270 0.85917
20 C -8.91100 3.08815 3.59708
21 C -4.57295 -1.08246 4.34150
22 C 9.16380 4.20969 -3.95954
23 C 3.91748 -2.42096 -3.48975
24 C 0.10999 2.56444 -2.42714
25 C 4.51258 -4.06028 -0.04101
26 C -9.04495 -2.29143 3.69260
27 C 8.26435 1.98217 -3.86261
28 C -1.86580 2.46368 -0.98401
29 C -2.86015 0.41856 3.56888
30 C 4.90556 -6.38712 -0.49362
31 C -8.93602 -0.94959 3.35607
32 C -4.46807 -0.46438 2.01928
33 C -5.07519 -1.16981 3.05032
34 C -7.11258 2.33624 5.00272
35 C -6.32634 2.11263 3.88146
36 C 5.95809 -4.02911 -4.47435
37 C -8.40514 2.82342 4.86146
38 C 6.25284 -2.97862 -3.61563
39 C 4.38053 -4.34604 1.31068
40 C 5.23332 -2.17499 -3.12297
41 C 10.53908 2.39065 -3.20002
42 C -3.46202 -0.29114 4.60044
43 C 8.10615 3.33128 -4.14669
44 C 3.62284 -3.46894 -4.35082
45 C -3.36207 0.33507 2.27586
46 C -10.24721 -2.96029 3.50460
47 C 10.38146 3.73903 -3.48789
48 B 1.37589 3.47016 -2.90345
49 H 9.60285 0.46111 -3.16174
50 H -12.08953 -0.41432 2.24660
51 H -9.92371 3.45549 3.48586
52 H 7.43764 1.29870 -4.00817
53 H -5.32248 1.72328 3.99072
54 H -8.19126 -2.81739 4.10120
55 H -6.21414 2.21344 1.74368
56 H -9.02104 2.98878 5.73626
57 H -9.94106 0.76932 2.57939
58 H 4.87338 -4.85733 -1.99871
59 H 4.41092 -5.09113 -5.51380
60 H 3.42003 2.49372 -0.32954
61 H 3.05705 4.64616 -2.12569
62 H 9.03828 5.26194 -4.17901
63 H 4.40965 -3.04219 -0.39237
64 H -5.94123 -1.78790 2.84668
65 H 5.54586 2.61163 -2.24304
66 H 3.12266 -1.79560 -3.10427
67 H 7.27892 -2.78657 -3.32879
68 H 6.75314 -4.65822 -4.85445
69 H -3.06648 -0.22596 5.60650
70 H 5.46149 -1.35561 -2.45335
71 H -12.27892 -2.80807 2.83401
72 H -1.44746 3.89252 -2.24512
73 H 7.15468 3.69705 -4.50959
74 H 11.48667 2.02421 -2.82647
75 H -6.71819 2.12568 5.98860
76 H -4.85763 -0.53648 1.01193
77 H 1.87396 2.97034 -3.88243
78 H -8.51471 3.07972 1.48737
79 H 5.53326 3.19337 -0.59444
80 H 0.91290 4.55596 -3.25851
81 H 2.59707 -3.65747 -4.63876
82 H 4.88591 -7.69149 1.21018
83 H 4.41368 -5.87418 2.81596
84 H 4.17033 -3.54984 2.01280
85 H -5.04805 -1.63029 5.14610
86 H 11.20710 4.42384 -3.34257
87 H 5.10562 -7.18403 -1.19870
88 H -10.33048 -4.00777 3.76454
89 H -7.99862 -0.42469 3.49730
90 H -2.89485 0.88912 1.46959
91 H 5.03792 4.23860 -1.89011
92 H -1.99519 1.03722 3.76984

Results of the Mulliken charge analysis, in e, for atoms 1 through 6: -0.288, -0.286, -0.278, -0.552, -0.567, -0.053

***

Q: Number 2 is which compound?
A: C41H44BBr2FNO2

***

Q: Among the records above, which one has the highest E_tot?
A: C41H43N6O

***

Q: Which of these has the lowest charge?
A: C41H44BBr2FNO2

***

Q: Which of these has the lowest E_tot?
A: C41H44BBr2FNO2